Below is a molecular structure, C31H57F3IO8P2S at a distorted geometry, with properties calculated with ωB97M-V with the def2-TZVPD basis set.

```
103
Properties=species:S:1:pos:R:3:forces:R:3
C -3.541965 3.411272 5.900528 -0.5 -0.6 0.9
C -4.804788 2.370730 6.245877 -0.5 1.2 0.9
C -6.028175 2.454247 5.157629 0.2 0.5 -0.6
C -5.831071 1.526778 3.817429 -1.1 0.5 -0.3
C -5.896589 -0.090294 4.076252 -0.6 0.3 0.8
C -4.502000 -0.772180 4.600791 0.4 -1.3 -0.5
C -3.134119 -0.170310 3.927979 0.5 0.2 0.5
C -2.910645 -0.560541 2.350928 0.6 -0.2 -0.3
C -1.690281 -1.678796 2.158073 0.2 0.0 0.0
C -0.350022 -1.030502 1.441863 0.4 -0.9 -0.5
C -0.625999 -0.416126 -0.054606 0.2 0.3 0.4
C 0.754893 -0.308928 -0.988880 -1.2 -0.3 -0.6
C 1.771156 0.878411 -0.474301 1.2 -1.2 1.0
P 2.328537 2.073431 -1.907054 -3.3 -2.1 -1.0
C 2.418155 1.194537 -3.608713 -0.1 -0.1 -1.2
I 3.984396 -0.379265 -3.391927 -0.7 0.7 0.1
C 2.707967 2.202696 -4.879732 -0.5 0.3 -0.9
C 3.521324 1.432239 -6.081712 0.4 0.0 -0.5
P 0.976210 3.782652 -1.830781 -0.4 1.8 0.5
C 0.517905 4.444911 -3.563042 -0.1 -0.3 -0.9
C -0.638854 3.399754 -0.885131 -1.5 -1.0 -0.1
S 4.276022 2.825041 -1.270256 4.8 0.4 8.9
O 5.171277 1.690636 -0.658966 -3.5 3.4 -3.6
O 4.130321 3.913584 -0.137185 -0.5 -3.5 -5.3
C 5.242277 3.643655 -2.651518 4.1 3.0 -2.9
F 4.568083 4.892335 -3.167330 2.1 -4.7 1.5
F 6.545714 4.134873 -2.068354 -4.9 -2.0 -2.0
F 5.636972 2.712217 -3.757090 -2.4 3.7 3.8
H -2.697646 2.821199 5.327971 -1.6 1.5 1.1
H -3.153038 3.773588 6.968063 -0.5 -0.8 -2.5
H -3.919906 4.363330 5.308957 0.8 -2.1 1.1
H -4.412377 1.292265 6.475119 -0.8 2.1 -0.7
H -5.248450 2.781183 7.274930 0.9 -1.0 -2.2
H -6.053444 3.584089 4.773226 0.0 -2.4 0.9
H -7.100102 2.279458 5.641751 2.4 0.1 -0.9
H -6.752193 1.784654 3.103263 2.0 -0.5 1.5
H -4.876156 1.897410 3.236962 -1.8 -1.0 1.2
H -6.699706 -0.259975 4.943014 1.6 0.4 -1.9
H -6.370970 -0.629990 3.122960 1.4 1.1 1.9
H -4.551582 -1.920913 4.279569 0.1 2.4 0.7
H -4.392195 -0.801248 5.787290 -0.4 0.4 -2.6
H -3.072503 1.010804 4.080126 -0.3 -2.6 -0.4
H -2.198347 -0.600155 4.529097 -2.1 0.9 -1.2
H -3.852854 -1.034930 1.822842 1.9 1.3 1.3
H -2.582971 0.436359 1.787427 -0.8 -2.1 1.0
H -2.040451 -2.614529 1.508750 0.6 2.2 1.3
H -1.390550 -2.143486 3.215635 -0.5 1.1 -2.3
H 0.424848 -1.920553 1.305087 -1.5 1.9 0.4
H 0.160072 -0.187788 2.078571 -1.1 -1.6 -0.9
H -1.462810 -1.058033 -0.613433 2.0 1.4 1.1
H -0.997018 0.686334 0.082349 0.4 -2.1 -0.5
H 1.288099 -1.373483 -1.037384 -0.9 2.6 0.2
H 0.366850 -0.054022 -2.076134 0.8 -0.5 2.1
H 1.358834 1.515360 0.416702 0.7 -1.0 -1.9
H 2.762106 0.357848 -0.095780 -1.9 1.2 -0.7
H 1.429341 0.580726 -3.873644 2.1 1.5 1.2
H 3.228475 3.220185 -4.572642 -0.9 -2.3 -0.6
H 1.649369 2.521200 -5.330243 2.3 -0.8 1.1
H 3.440652 2.045980 -7.096999 0.0 -1.2 2.3
H 3.072220 0.344972 -6.271087 0.9 2.5 0.5
H 4.681215 1.321729 -5.850971 -2.6 0.2 -0.3
H 0.008800 3.589270 -4.182662 0.8 2.0 1.0
H 1.510301 4.780965 -4.112812 -2.2 -0.6 1.2
H -0.205032 5.378762 -3.399850 1.6 -2.2 -0.3
H -0.452725 2.866361 0.143595 -0.2 1.1 -2.1
H -1.344241 2.730219 -1.557030 1.3 1.3 1.5
H -1.216686 4.406520 -0.664165 1.5 -1.9 -0.6
O 7.433796 -0.436333 -5.264432 1.5 0.8 0.3
C 8.329674 0.284586 -4.857178 -1.1 -1.4 -0.5
O 9.650265 0.117911 -5.161235 -1.1 -0.2 -0.2
C 10.422880 1.068284 -4.429361 0.8 0.2 0.1
C 9.463926 2.176195 -4.080278 0.1 0.9 0.3
C 8.155738 1.443259 -3.922623 0.0 0.5 -0.2
H 10.831031 0.576237 -3.540279 0.0 0.0 -0.1
H 11.250997 1.425421 -5.048471 -0.1 -0.3 0.0
H 9.760691 2.738045 -3.190667 0.0 -0.1 -0.2
H 9.391178 2.881339 -4.917233 0.1 -0.1 0.1
H 8.021239 1.064971 -2.905459 -0.2 0.0 -0.1
H 7.308718 2.065855 -4.219846 0.5 -0.7 0.1
O -4.766433 -2.759119 1.111479 -1.1 -1.0 1.1
C -5.676541 -3.377826 1.637866 1.5 0.6 -0.8
O -5.617411 -3.916401 2.891114 0.4 0.6 -0.8
C -6.810391 -4.658963 3.138463 -0.4 -0.5 0.6
C -7.832944 -4.097921 2.185291 -0.9 0.0 0.0
C -6.993589 -3.697994 0.998300 -0.5 0.2 0.0
H -6.606858 -5.718875 2.953188 0.0 0.1 0.0
H -7.113234 -4.533314 4.182071 0.3 0.0 -0.1
H -8.627749 -4.807358 1.940070 0.1 0.1 0.1
H -8.298301 -3.206370 2.623005 0.1 -0.2 0.0
H -6.858625 -4.526643 0.297629 0.1 0.2 -0.1
H -7.407917 -2.824206 0.490126 0.3 -0.2 -0.2
O 0.835222 -4.716516 1.810795 0.5 0.4 -2.2
C 1.162930 -4.835357 0.641751 -0.9 -0.2 2.4
O 1.129247 -3.823113 -0.273900 0.0 0.0 0.6
C 1.472750 -4.341615 -1.558010 0.0 0.2 -0.7
C 2.244524 -5.605625 -1.283120 0.6 -0.5 -0.5
C 1.612757 -6.107990 -0.009579 0.4 -0.2 -0.2
H 0.550044 -4.531058 -2.116481 0.0 0.0 0.0
H 2.072929 -3.607598 -2.103559 -0.2 0.1 0.2
H 2.201240 -6.324021 -2.106034 0.0 0.2 0.1
H 3.298615 -5.364246 -1.099701 -0.2 0.0 -0.1
H 0.739700 -6.735696 -0.208499 0.1 0.0 0.2
H 2.335981 -6.636671 0.615605 -0.4 0.0 0.1
```
Positions in Å, forces in eV/Å.

Properties
Net charge: +1
Gap between HOMO and LUMO, Eh: 0.2613
E_tot, eV: -95098.84903
Highest occupied orbital energy, hartree: -0.4291

Löwdin atomic charge list, values in e, 4 entries: -0.141, -0.249, -0.229, -0.228